{"formula": "C29H50NO8", "method": "wB97M-V/def2-TZVPD", "elements": ["C", "C", "C", "C", "C", "N", "O", "C", "C", "O", "C", "C", "C", "C", "O", "C", "O", "C", "O", "C", "C", "C", "C", "C", "C", "C", "H", "H", "H", "H", "H", "H", "H", "H", "H", "H", "H", "H", "H", "H", "H", "H", "H", "H", "H", "H", "H", "H", "H", "H", "H", "H", "H", "H", "H", "H", "H", "H", "C", "C", "O", "C", "H", "H", "H", "H", "H", "H", "C", "C", "O", "C", "H", "H", "H", "H", "H", "H", "C", "C", "O", "C", "H", "H", "H", "H", "H", "H"], "positions_angstrom": [[1.274924, -4.266772, -0.652237], [0.641477, -3.466708, 0.509015], [-0.895515, -3.294278, 0.367782], [-1.244339, -2.348825, -0.808612], [-2.384157, -3.015868, -1.614822], [-1.595167, -0.949138, -0.397708], [-1.975881, -0.195259, -1.522531], [-0.879018, 0.224996, -2.362238], [-1.325833, 0.199646, -3.836286], [-0.746076, -0.872542, -4.550584], [-1.667391, -1.817039, -5.089757], [-1.108169, -3.246566, -4.836910], [-2.791800, -0.909866, 0.505593], [-3.169553, 0.557287, 0.771305], [-2.138210, 1.242183, 1.453395], [-0.900159, 1.153401, 0.790243], [0.035868, 1.682437, 1.678937], [1.305328, 1.770937, 1.102830], [1.519935, 2.324964, 0.048795], [2.401617, 1.101712, 1.899564], [2.904777, -0.131048, 1.576288], [3.875535, -0.691631, 2.370172], [4.335052, -0.041861, 3.485043], [3.819851, 1.202772, 3.771660], [2.853870, 1.795005, 3.002603], [-0.523783, -0.298064, 0.411518], [0.538393, -4.687775, -1.344154], [1.865011, -3.562767, -1.252392], [1.992993, -5.004084, -0.297763], [1.143592, -2.516676, 0.714073], [0.771615, -4.065404, 1.420002], [-1.284161, -4.300038, 0.198580], [-1.248254, -2.961893, 1.349125], [-0.373501, -2.372312, -1.473324], [-1.998763, -3.929420, -2.065610], [-3.142729, -3.329747, -0.887892], [-2.837463, -2.357177, -2.356033], [0.038287, -0.361236, -2.273716], [-0.613545, 1.269080, -2.153517], [-0.941479, 1.122569, -4.291930], [-2.416917, 0.258097, -3.926758], [-2.660347, -1.769818, -4.628961], [-1.790714, -1.693838, -6.171621], [-0.636763, -3.679920, -5.716837], [-1.917098, -3.878717, -4.459936], [-0.390256, -3.158970, -4.014025], [-2.572614, -1.336968, 1.480489], [-3.668168, -1.375416, 0.055323], [-3.542535, 1.071865, -0.120064], [-4.013201, 0.497603, 1.466929], [-0.986183, 1.779716, -0.111550], [2.543799, -0.685531, 0.713501], [4.266828, -1.674063, 2.121473], [5.077970, -0.475073, 4.143164], [4.153463, 1.736608, 4.657956], [2.426298, 2.769874, 3.237816], [0.463865, -0.390170, -0.040424], [-0.466470, -0.828492, 1.367571], [-1.379220, 3.751236, 4.188412], [-0.206334, 3.448848, 5.084349], [0.929885, 3.692744, 4.741574], [-0.503627, 2.828978, 6.427075], [-1.023802, 4.191154, 3.262105], [-1.916890, 2.828395, 3.958181], [-2.049396, 4.459989, 4.676338], [-1.005266, 1.869359, 6.291416], [-1.136695, 3.496097, 7.013752], [0.428236, 2.665826, 6.965077], [4.567818, -1.725173, -2.194228], [4.523240, -3.067508, -2.886266], [4.082166, -4.048550, -2.330965], [5.051979, -3.130461, -4.296425], [4.159267, -1.822954, -1.188932], [5.598236, -1.375579, -2.121173], [3.971842, -0.998228, -2.749549], [6.103877, -2.841693, -4.313980], [4.476535, -2.464198, -4.941408], [4.960642, -4.147842, -4.670641], [-1.889056, 4.731897, 0.200986], [-2.684426, 5.627828, 1.124427], [-2.255167, 5.955850, 2.204526], [-4.034810, 6.091881, 0.636769], [-0.942093, 4.473105, 0.673216], [-2.448491, 3.814165, 0.003326], [-1.684124, 5.249994, -0.737215], [-4.682890, 5.232353, 0.455487], [-3.922024, 6.668628, -0.282587], [-4.493546, 6.724076, 1.393793]], "forces_ev_per_a": [[0.35, 1.49, -0.27], [-0.55, -1.19, 0.55], [1.58, 0.60, 0.42], [-0.48, -2.24, -0.71], [-0.28, 0.53, 0.92], [0.15, -0.49, 0.83], [0.39, -0.11, -0.14], [0.21, 0.80, -1.23], [0.62, 0.47, -0.20], [-0.88, 0.00, 0.32], [0.37, -1.48, -0.23], [-0.39, 0.72, 0.48], [-1.17, 1.37, 0.03], [-0.42, -0.51, 0.47], [0.38, -0.45, 0.03], [-0.94, 0.94, -1.00], [0.56, -0.66, -0.31], [1.31, 0.28, -1.01], [-0.97, -0.73, 0.99], [-1.40, 1.15, -0.08], [-0.30, -0.47, -0.70], [0.45, -1.20, -0.22], [0.20, 0.21, 0.35], [0.44, 0.74, 1.33], [-0.33, 0.35, -0.15], [0.33, 0.33, 1.08], [0.05, -0.28, 0.33], [0.02, -0.33, -0.09], [-0.26, -0.13, -0.12], [-0.01, -0.09, -0.21], [0.05, 0.23, -0.03], [-0.31, 0.28, -0.15], [-0.37, 0.04, -0.28], [0.01, 0.87, 0.21], [0.07, 0.21, -0.09], [-0.12, 0.01, -0.34], [0.13, -0.18, -0.06], [-0.32, -0.25, 0.17], [-0.20, -0.21, 0.49], [-0.06, -0.10, 0.12], [0.09, -0.24, 0.11], [0.17, 0.44, 0.07], [0.01, 0.39, 0.18], [0.00, -0.04, 0.16], [0.14, -0.18, -0.39], [0.12, -0.16, -0.25], [0.27, -0.36, -0.34], [0.40, -0.26, -0.21], [0.40, 0.01, -0.01], [0.15, 0.17, -0.03], [0.34, -0.11, 0.09], [0.08, 0.13, -0.01], [-0.04, 0.09, -0.02], [-0.02, -0.07, -0.14], [0.07, -0.10, -0.11], [0.21, -0.27, 0.14], [-0.29, 0.18, -0.38], [-0.04, -0.17, -0.26], [0.29, -0.06, -0.09], [-0.02, 0.01, -0.04], [0.02, -0.07, -0.02], [0.33, 0.03, 0.03], [-0.01, 0.05, 0.04], [-0.12, 0.04, 0.13], [-0.10, -0.10, -0.01], [-0.16, 0.08, 0.04], [-0.14, -0.11, -0.03], [-0.01, 0.01, -0.02], [-0.16, -0.16, 0.19], [0.02, -0.12, -0.02], [-0.02, 0.10, 0.02], [-0.08, -0.27, 0.05], [0.04, -0.02, 0.00], [-0.04, 0.13, -0.12], [0.18, 0.08, -0.07], [-0.05, 0.16, -0.07], [0.15, 0.12, 0.00], [0.00, 0.01, 0.03], [0.22, -0.01, 0.20], [-0.05, 0.08, 0.09], [-0.02, 0.02, -0.12], [0.02, 0.10, 0.23], [-0.01, 0.02, 0.00], [-0.07, 0.07, -0.15], [-0.11, -0.10, -0.07], [0.02, 0.03, -0.18], [-0.07, -0.14, -0.09], [0.02, -0.01, 0.00]], "de_lowest_ev": 0.0000, "lumo_ev": -2.2, "e_tot_ha": -1791.3286, "total_charge": 1}

***

{"formula": "C2HF6NO4RhS2", "method": "wB97M-V/def2-TZVPD", "elements": ["N", "S", "O", "O", "C", "F", "F", "F", "S", "O", "O", "C", "F", "F", "F", "H", "Rh"], "positions_angstrom": [[0.099070, -0.479975, -0.100579], [0.831878, 0.653905, -1.030393], [1.390126, -0.047654, -2.172598], [-0.024348, 1.810012, -1.234966], [2.287329, 1.123845, 0.055760], [3.258847, 1.551420, -0.737174], [2.654573, 0.174255, 1.175066], [1.902374, 2.178426, 0.765443], [-1.200393, -0.226569, 0.822015], [-1.408874, 1.070080, 1.423995], [-1.110638, -1.450381, 1.674272], [-2.680951, -0.550356, -0.288563], [-2.891680, 0.494861, -1.053979], [-2.450169, -1.619237, -1.018339], [-3.713125, -0.755508, 0.503818], [2.353247, -1.762664, 0.232939], [0.702735, -2.164462, 0.983281]], "forces_ev_per_a": [[-0.25, -0.34, 0.84], [0.17, 0.83, -3.85], [-0.63, 0.78, 2.10], [1.52, -2.03, 1.08], [0.49, 1.74, 2.64], [-0.34, -1.76, 0.94], [-0.48, 1.48, -3.51], [-0.21, -0.48, -0.17], [-2.17, 2.87, 0.75], [0.76, -2.28, -0.85], [-0.03, 0.36, 0.24], [-0.56, 0.26, -0.03], [0.29, -0.06, 0.15], [0.28, -0.31, -0.11], [0.20, 0.02, 0.11], [-0.39, -0.22, 0.25], [1.35, -0.84, -0.57]], "de_lowest_ev": 1.5626, "lumo_ev": [-5.5, -9.5], "e_tot_ha": -1938.0498, "total_charge": 1, "multiplicity": 5}

***

{"formula": "C25H19N7S5W", "method": "wB97M-V/def2-TZVPD", "elements": ["W", "C", "S", "C", "S", "N", "N", "C", "C", "C", "C", "C", "C", "N", "H", "H", "H", "H", "H", "H", "H", "H", "S", "C", "C", "N", "C", "S", "C", "N", "C", "C", "C", "C", "C", "C", "C", "H", "H", "H", "H", "H", "N", "C", "S", "C", "C", "C", "N", "C", "C", "H", "H", "H", "H", "H", "H"], "positions_angstrom": [[0.262695, 0.800043, 0.580470], [-2.828270, -0.327594, 4.968488], [-3.711802, -0.020385, 3.427553], [-2.418414, 0.381034, 2.314023], [-0.712377, -0.032214, 2.699572], [-2.737049, 1.009052, 1.253813], [-1.705226, 1.207145, 0.358443], [-2.109540, 1.416824, -0.909626], [-1.281939, 0.847790, -1.883038], [-1.520742, 0.864348, -3.280381], [-0.819532, 0.017099, -4.082495], [0.138690, -0.855988, -3.515300], [0.409346, -0.756600, -2.183053], [-0.227962, 0.120336, -1.372777], [-3.608733, -0.567661, 5.688868], [-2.294919, 0.554151, 5.316115], [-2.150471, -1.175272, 4.895173], [-3.095757, 1.809223, -1.111163], [-2.273139, 1.531789, -3.676944], [-0.999578, 0.001170, -5.149175], [0.672735, -1.573529, -4.120591], [1.168295, -1.363909, -1.708319], [0.994132, 2.694351, -0.939068], [2.257484, 3.392608, 0.036913], [3.409080, 3.920731, -0.628076], [4.355644, 4.249618, -1.196058], [2.248043, 3.320116, 1.392782], [1.016131, 2.449210, 2.252059], [3.297696, 3.916127, 2.162851], [4.139682, 4.394655, 2.783915], [0.107277, -0.942604, 1.372367], [0.357360, -2.370025, 1.483393], [-0.438306, -3.218011, 2.257462], [-0.172692, -4.576102, 2.311032], [0.897823, -5.107322, 1.605389], [1.700796, -4.272958, 0.839426], [1.431293, -2.916792, 0.771591], [-1.275904, -2.806716, 2.807348], [-0.802400, -5.222750, 2.908274], [1.107346, -6.167733, 1.653965], [2.542286, -4.680534, 0.294250], [2.067587, -2.265930, 0.186407], [6.957424, 2.279274, -0.410143], [6.720997, 1.136652, 0.243393], [7.864138, 0.182871, 0.930157], [5.276580, 0.762261, 0.269438], [4.640135, 0.453210, 1.462622], [3.271896, 0.272136, 1.459523], [2.524400, 0.370994, 0.348611], [3.165801, 0.545781, -0.815334], [4.526743, 0.749481, -0.898978], [7.903088, 2.625031, -0.438140], [6.210141, 2.903006, -0.687994], [5.198027, 0.406428, 2.386837], [2.733931, 0.099069, 2.380404], [2.549656, 0.607793, -1.699081], [4.980041, 0.941653, -1.861653]], "forces_ev_per_a": [[-0.12, -0.02, 0.43], [0.02, -0.04, 0.07], [0.02, -0.03, -0.06], [-0.18, 0.08, 0.07], [0.14, 0.05, -0.06], [0.14, 0.00, -0.01], [-0.17, -0.01, -0.07], [0.01, -0.03, -0.03], [-0.02, 0.06, -0.05], [0.00, -0.05, 0.01], [0.01, 0.00, 0.00], [0.00, 0.00, -0.01], [-0.01, 0.03, 0.04], [-0.02, -0.02, -0.13], [0.00, -0.01, 0.00], [0.01, 0.02, -0.04], [-0.01, 0.00, -0.01], [0.01, 0.01, 0.00], [0.00, -0.01, 0.00], [0.00, 0.00, 0.00], [0.00, 0.00, 0.00], [0.01, -0.01, -0.01], [0.02, 0.05, -0.08], [0.02, -0.03, 0.18], [-0.06, 0.05, -0.18], [0.06, -0.03, 0.09], [0.04, -0.04, -0.09], [0.00, 0.03, 0.03], [-0.03, 0.12, 0.01], [0.02, -0.06, 0.00], [0.10, -0.06, -0.10], [-0.05, -0.02, 0.02], [0.00, -0.01, -0.01], [0.00, 0.01, 0.00], [0.00, -0.01, 0.00], [0.00, 0.00, 0.00], [0.00, -0.02, 0.02], [0.00, 0.01, 0.00], [0.00, 0.01, 0.00], [0.00, 0.00, 0.00], [0.00, 0.00, 0.00], [0.00, 0.01, 0.00], [0.04, 0.00, 0.04], [-0.09, 0.08, -0.12], [0.04, -0.04, 0.04], [0.06, -0.01, 0.04], [-0.04, -0.01, 0.02], [0.02, -0.02, -0.02], [0.10, -0.01, -0.02], [0.00, -0.01, 0.04], [-0.03, -0.01, -0.02], [0.00, -0.02, 0.00], [-0.06, 0.02, -0.02], [0.00, 0.01, 0.00], [0.00, -0.01, 0.01], [0.00, -0.01, -0.03], [0.01, 0.01, 0.01]], "lumo_ev": [-0.9, -1.3], "e_tot_ha": -3405.3930, "total_charge": 0}

***

{"formula": "C11H16Cl2INO2PPr", "method": "wB97M-V/def2-TZVPD", "elements": ["C", "C", "H", "H", "H", "O", "I", "Pr", "P", "C", "C", "H", "H", "H", "C", "H", "H", "H", "H", "H", "H", "C", "O", "Cl", "Cl", "C", "C", "C", "C", "N", "C", "H", "H", "H", "H"], "positions_angstrom": [[-0.309149, 1.066160, 0.877759], [-1.823036, 1.200653, 0.928293], [0.128421, 1.934600, 1.399156], [0.087920, 1.027949, -0.142459], [0.004362, 0.158654, 1.398265], [-2.397163, 1.434592, 2.044031], [-3.046359, -0.137399, -0.279316], [1.574176, -1.430007, -1.699290], [-2.339498, 2.791726, -0.294958], [-4.087625, 2.910852, -0.733742], [-1.972453, 4.228164, 0.731810], [-0.246987, 2.628320, -1.508311], [-1.401915, 3.796435, -2.201272], [-1.632919, 2.048367, -2.477973], [-1.303294, 2.798219, -1.753229], [-0.905258, 4.485853, 0.651834], [-2.587913, 5.060775, 0.362260], [-4.291290, 3.973523, -0.937404], [-4.713988, 2.578338, 0.101749], [-2.225708, 4.015200, 1.783488], [-4.313806, 2.319986, -1.625724], [0.017387, -2.174496, 0.078679], [-0.547227, -2.658942, 0.967945], [2.753280, 0.753810, -1.200839], [1.910929, -6.687528, 0.033516], [2.698166, -5.160108, 0.094733], [3.410732, -4.775054, 1.229791], [3.948153, -3.490956, 1.290912], [3.729404, -2.610938, 0.241575], [3.000564, -2.986873, -0.852139], [2.567325, -4.290561, -0.981437], [3.550189, -5.489501, 2.037841], [4.529364, -3.154993, 2.150795], [4.141353, -1.595974, 0.205633], [2.093863, -4.568847, -1.921969]], "forces_ev_per_a": [[0.08, -0.34, -0.23], [-1.70, 3.74, 2.25], [-0.15, -0.38, -0.18], [-0.10, 0.08, -0.02], [-0.06, 0.04, 0.28], [1.43, -0.83, -1.51], [0.08, -2.69, -1.26], [0.64, 2.36, -1.43], [0.80, -0.78, 1.59], [0.02, 0.32, -0.24], [0.03, 0.34, -0.23], [-0.32, 0.17, 0.08], [0.21, -0.26, -0.21], [-0.06, 0.12, 0.14], [0.04, 0.72, -0.75], [-0.37, -0.02, 0.07], [0.34, -0.04, 0.26], [-0.03, -0.31, 0.06], [0.20, 0.05, -0.09], [0.03, -0.09, -0.44], [0.03, 0.11, 0.23], [-3.78, -2.66, 5.39], [2.65, 2.12, -4.03], [-0.52, -1.16, -0.21], [0.34, 0.24, -0.07], [-0.42, -0.46, -0.50], [0.21, 0.35, 0.01], [0.15, 0.02, 0.08], [-0.37, -0.16, -0.54], [0.91, -1.35, 0.42], [0.21, 1.21, 0.98], [-0.07, 0.17, -0.07], [-0.15, -0.19, -0.25], [-0.24, -0.34, 0.22], [-0.05, -0.10, 0.21]], "lumo_ev": [-9.2, -8.8], "e_tot_ha": -2709.8217, "total_charge": 2, "multiplicity": 3}